{"formula": "H20O10", "method": "ωB97M-V/def2-TZVPD", "symbols": ["O", "H", "H", "O", "H", "H", "O", "H", "H", "O", "H", "H", "O", "H", "H", "O", "H", "H", "O", "H", "H", "O", "H", "H", "O", "H", "H", "O", "H", "H"], "positions_angstrom": [[0.91, 0.06, 0.52], [0.73, 0.97, 0.26], [1.77, -0.12, 0.13], [-2.58, 4.56, -0.06], [-3.07, 4.07, -0.73], [-1.84, 3.97, 0.16], [-1.67, -2.42, -1.85], [-1.28, -3.05, -1.23], [-2.46, -2.88, -2.18], [-0.77, -3.96, 1.43], [-1.63, -4.26, 1.14], [-0.25, -4.77, 1.52], [-1.32, -0.46, 0.01], [-0.54, -1.00, -0.20], [-1.03, 0.08, 0.74], [3.59, 0.22, -2.56], [4.44, 0.03, -2.14], [2.97, 0.20, -1.82], [4.45, 0.54, 0.44], [4.14, 1.36, 0.03], [3.65, 0.14, 0.81], [-0.91, 0.56, -1.91], [-0.45, 0.78, -2.73], [-0.91, 1.39, -1.42], [1.68, 0.88, 2.94], [2.20, 1.00, 3.75], [0.81, 1.24, 3.17], [-3.20, 0.31, 0.80], [-3.84, 1.02, 0.65], [-3.59, -0.45, 0.36]], "nbo_charge": [-0.92, 0.47, 0.45, -0.93, 0.47, 0.46, -0.93, 0.47, 0.46, -0.93, 0.47, 0.47, -0.93, 0.47, 0.45, -0.93, 0.48, 0.46, -0.94, 0.47, 0.47, -0.90, 0.45, 0.45, -0.94, 0.47, 0.47, -0.93, 0.45, 0.48], "homo_lumo_gap_ev": 9.0062, "smiles": "O.O.O.O.O.O.O.O.O.O", "mol_weight_g_mol": 180.150}

---

{"formula": "C25H23Cl5NO2V", "method": "ωB97M-V/def2-TZVPD", "symbols": ["V", "Cl", "C", "C", "C", "Cl", "C", "Cl", "C", "Cl", "C", "Cl", "C", "N", "C", "C", "C", "C", "C", "C", "C", "C", "H", "H", "H", "H", "H", "H", "H", "H", "H", "H", "H", "H", "C", "C", "C", "C", "C", "C", "C", "C", "C", "C", "O", "O", "H", "H", "H", "H", "H", "H", "H", "H", "H", "H", "H"], "positions_angstrom": [[-0.71, 0.25, -0.45], [-0.44, 1.41, 3.07], [-0.51, -0.26, 2.67], [-0.66, -0.62, 1.34], [-0.71, -1.96, 1.01], [-0.82, -2.28, -0.72], [-0.62, -2.98, 1.94], [-0.65, -4.62, 1.45], [-0.48, -2.61, 3.28], [-0.33, -3.81, 4.47], [-0.44, -1.25, 3.65], [-0.30, -0.81, 5.29], [-5.15, 1.15, -1.36], [-4.33, 0.44, -0.39], [-3.49, -0.56, -0.91], [-3.69, 1.26, 0.62], [-2.77, 2.29, -0.01], [-3.22, 3.60, -0.08], [-2.51, 4.57, -0.78], [-1.32, 4.26, -1.42], [-0.82, 2.98, -1.33], [-1.54, 1.99, -0.64], [-5.74, 0.43, -1.93], [-4.57, 1.76, -2.07], [-5.84, 1.81, -0.83], [-3.97, -1.14, -1.70], [-3.16, -1.23, -0.12], [-2.56, -0.14, -1.45], [-3.16, 0.60, 1.31], [-4.45, 1.78, 1.20], [-4.15, 3.87, 0.40], [-2.90, 5.58, -0.83], [-0.78, 5.02, -1.97], [0.12, 2.73, -1.80], [3.10, -0.44, 6.08], [3.05, -0.59, 4.59], [3.11, 0.54, 3.77], [3.15, 0.44, 2.40], [3.18, 1.65, 1.52], [3.11, -0.88, 1.86], [3.03, -2.06, 2.66], [3.03, -3.42, 2.03], [2.99, -1.87, 4.02], [3.24, -1.04, 0.51], [3.35, -1.22, -0.60], [0.76, 0.56, -0.82], [2.67, 0.51, 6.40], [4.14, -0.45, 6.40], [2.59, -1.26, 6.58], [3.14, 1.52, 4.23], [3.61, 2.50, 2.04], [2.17, 1.91, 1.22], [3.77, 1.49, 0.61], [2.35, -3.48, 1.18], [2.73, -4.18, 2.75], [4.03, -3.68, 1.68], [2.93, -2.74, 4.67]], "nbo_charge": [1.29, 0.08, 0.04, -0.45, 0.03, 0.14, -0.13, 0.13, -0.06, 0.13, -0.11, 0.12, -0.43, -0.37, -0.34, -0.25, 0.01, -0.20, -0.11, -0.21, -0.15, -0.29, 0.23, 0.19, 0.22, 0.26, 0.21, 0.09, 0.21, 0.24, 0.24, 0.25, 0.25, 0.23, -0.66, 0.16, -0.25, 0.16, -0.66, -0.40, 0.14, -0.67, -0.21, 0.94, -0.28, -0.46, 0.24, 0.27, 0.24, 0.25, 0.26, 0.25, 0.23, 0.22, 0.26, 0.26, 0.24], "charge": 2, "homo_lumo_gap_ev": [6.4896, 6.4862], "mol_weight_g_mol": 597.673}

---

{"formula": "C3H11NS2", "method": "ωB97M-V/def2-TZVPD", "symbols": ["C", "S", "S", "H", "H", "H", "H", "C", "C", "N", "H", "H", "H", "H", "H", "H", "H"], "positions_angstrom": [[3.72, -0.19, 0.57], [2.89, 1.38, 0.54], [2.41, 1.73, -1.42], [3.11, -1.08, 0.39], [4.17, -0.30, 1.56], [4.60, -0.11, -0.07], [1.29, 2.47, -1.11], [-2.87, -0.04, -0.99], [-2.40, -0.62, 0.38], [-0.99, -0.73, 0.59], [-3.65, -0.67, -1.41], [-3.33, 0.93, -0.83], [-2.04, 0.07, -1.69], [-2.93, -0.02, 1.13], [-2.86, -1.61, 0.42], [-0.46, 0.12, 0.61], [-0.67, -1.34, 1.32]], "nbo_charge": [-0.81, 0.54, 0.20, 0.29, 0.29, 0.28, 0.20, -0.62, -0.22, -0.84, 0.23, 0.21, 0.20, 0.17, 0.20, 0.33, 0.37], "charge": 1, "homo_lumo_gap_ev": [6.8225, 3.3105], "multiplicity": 2, "mol_weight_g_mol": 125.262}

---

{"formula": "C40H49Br2N8O8RbSSi", "method": "ωB97M-V/def2-TZVPD", "symbols": ["Rb", "O", "C", "C", "C", "N", "C", "C", "C", "O", "O", "C", "O", "O", "H", "H", "H", "N", "C", "C", "C", "C", "C", "C", "S", "O", "O", "N", "C", "N", "C", "C", "C", "N", "H", "H", "H", "H", "H", "H", "H", "H", "H", "N", "C", "O", "C", "C", "C", "C", "N", "C", "H", "H", "H", "H", "H", "H", "C", "C", "C", "C", "Si", "Br", "C", "C", "C", "C", "C", "C", "C", "C", "H", "H", "H", "H", "H", "H", "H", "H", "H", "H", "H", "H", "H", "H", "H", "H", "H", "H", "H", "H", "H", "H", "H", "H", "H", "H", "H", "Br", "C", "C", "C", "N", "C", "C", "H", "H", "H", "H"], "positions_angstrom": [[1.17, 0.40, -1.80], [-5.48, 2.90, -3.97], [-4.26, 2.48, -3.49], [-3.42, 1.70, -4.26], [-2.20, 1.31, -3.71], [-1.81, 1.66, -2.48], [-2.66, 2.40, -1.75], [-3.89, 2.84, -2.22], [-2.31, 2.75, -0.30], [-1.87, 3.90, -0.06], [-2.53, 1.83, 0.52], [-1.29, 0.41, -4.60], [-1.71, 0.23, -5.76], [-0.26, -0.05, -4.07], [-5.57, 2.55, -4.87], [-3.65, 1.38, -5.26], [-4.53, 3.45, -1.60], [4.03, -0.20, 5.58], [4.02, -0.50, 4.21], [5.21, -0.83, 3.55], [5.21, -1.06, 2.19], [4.03, -0.97, 1.47], [2.85, -0.67, 2.12], [2.84, -0.43, 3.48], [4.03, -1.19, -0.30], [5.13, -2.07, -0.63], [2.70, -1.69, -0.61], [4.30, 0.32, -0.71], [4.61, 0.67, -1.97], [4.28, -0.12, -3.02], [4.61, 0.30, -4.23], [5.24, 1.50, -4.47], [5.50, 2.27, -3.34], [5.20, 1.89, -2.11], [4.73, -0.71, 6.10], [3.13, -0.28, 6.01], [6.13, -0.89, 4.12], [6.13, -1.31, 1.67], [1.93, -0.62, 1.55], [1.91, -0.17, 3.98], [4.33, -0.36, -5.05], [5.49, 1.84, -5.46], [5.96, 3.25, -3.43], [-1.77, 3.67, 2.74], [-0.92, 2.74, 3.25], [-1.21, 1.95, 4.14], [0.44, 2.75, 2.61], [1.56, 3.34, 3.16], [2.76, 3.24, 2.46], [2.76, 2.63, 1.21], [1.66, 2.14, 0.65], [0.54, 2.16, 1.36], [-2.73, 3.48, 2.96], [-1.61, 3.90, 1.75], [1.52, 3.83, 4.12], [3.68, 3.65, 2.86], [3.68, 2.52, 0.64], [-0.36, 1.79, 0.88], [-3.50, -3.85, -1.60], [-2.30, -2.92, -1.35], [-2.59, -1.57, -2.00], [-1.08, -3.50, -2.08], [-1.95, -2.73, 0.53], [-0.65, -0.91, 0.76], [-3.51, -2.28, 1.56], [-3.15, -1.61, 2.90], [-4.37, -3.52, 1.86], [-4.37, -1.25, 0.81], [-0.92, -4.18, 1.27], [-0.85, -4.05, 2.80], [-1.55, -5.54, 0.94], [0.53, -4.17, 0.76], [-3.61, -3.99, -2.68], [-4.43, -3.42, -1.23], [-3.38, -4.84, -1.16], [-2.81, -1.73, -3.06], [-1.72, -0.91, -1.98], [-3.42, -1.02, -1.56], [-1.26, -3.43, -3.15], [-0.90, -4.54, -1.83], [-0.17, -2.93, -1.87], [-2.53, -2.22, 3.54], [-4.09, -1.41, 3.44], [-2.65, -0.66, 2.75], [-3.86, -4.22, 2.52], [-4.65, -4.06, 0.95], [-5.29, -3.21, 2.35], [-3.80, -0.35, 0.57], [-5.20, -0.95, 1.46], [-4.80, -1.66, -0.11], [-1.82, -4.18, 3.28], [-0.43, -3.09, 3.10], [-0.19, -4.84, 3.19], [-2.58, -5.63, 1.29], [-0.96, -6.33, 1.41], [-1.55, -5.73, -0.13], [1.03, -3.22, 0.92], [0.61, -4.41, -0.29], [1.09, -4.94, 1.31], [1.25, 7.79, -0.18], [1.40, 6.09, -1.01], [2.63, 5.45, -1.04], [2.69, 4.20, -1.63], [1.63, 3.61, -2.18], [0.47, 4.24, -2.15], [0.29, 5.49, -1.55], [3.51, 5.90, -0.59], [3.62, 3.65, -1.64], [-0.38, 3.72, -2.57], [-0.70, 5.92, -1.49]], "lowdin_charge": [0.71, 0.04, -0.30, 0.03, -0.18, 0.15, -0.18, 0.05, -0.65, -0.04, -0.04, -0.69, -0.05, -0.19, 0.09, 0.11, 0.13, 0.08, -0.33, -0.05, -0.06, -0.28, -0.07, -0.02, 0.56, -0.33, -0.45, -0.11, -0.51, 0.11, -0.15, -0.09, -0.18, 0.10, 0.07, 0.08, 0.10, 0.11, 0.03, 0.12, 0.11, 0.08, 0.10, 0.18, -0.52, 0.03, -0.12, -0.01, -0.05, -0.15, 0.05, -0.13, 0.10, 0.06, 0.12, 0.10, 0.10, 0.04, -0.09, -0.61, -0.11, -0.08, 0.49, 0.67, -0.62, -0.11, -0.10, -0.10, -0.62, -0.11, -0.10, -0.10, 0.09, 0.06, 0.06, 0.10, 0.03, 0.07, 0.09, 0.06, 0.08, 0.05, 0.08, 0.05, 0.06, 0.06, 0.08, 0.06, 0.08, 0.06, 0.06, 0.07, 0.08, 0.06, 0.08, 0.06, 0.04, 0.07, 0.08, 0.69, -0.68, -0.12, -0.15, 0.06, -0.12, -0.10, 0.10, 0.08, 0.10, 0.10], "charge": -2, "homo_lumo_gap_ev": 7.1923, "mol_weight_g_mol": 1075.309}

---

{"formula": "C5H10N3", "method": "ωB97M-V/def2-TZVPD", "symbols": ["C", "C", "C", "C", "C", "N", "N", "N", "H", "H", "H", "H", "H", "H", "H", "H", "H", "H"], "positions_angstrom": [[2.19, -0.47, -0.16], [0.13, 1.07, -0.02], [1.65, 0.98, -0.16], [-0.62, -0.24, 0.00], [-1.32, -0.80, 1.22], [1.51, -1.44, 0.01], [-0.18, 2.22, 0.27], [-1.19, -0.71, -1.23], [3.34, -0.49, -0.13], [2.21, 1.55, 0.68], [1.90, 1.58, -1.01], [-1.53, -1.84, 1.27], [-2.25, -0.38, 1.58], [-0.62, -0.87, 2.14], [-1.19, 2.44, 0.27], [-0.76, -0.23, -2.10], [-2.29, -0.59, -1.30], [-0.98, -1.77, -1.33]], "nbo_charge": [0.01, 0.20, -0.51, 0.20, -0.74, -0.24, -0.51, -0.75, 0.25, 0.29, 0.26, 0.26, 0.25, 0.28, 0.35, 0.46, 0.46, 0.48], "charge": 1, "homo_lumo_gap_ev": [8.4318, 8.8823], "mol_weight_g_mol": 112.156}

---

{"formula": "C33H67BF3NO2", "method": "ωB97M-V/def2-TZVPD", "symbols": ["C", "C", "C", "C", "C", "C", "C", "C", "C", "C", "C", "C", "C", "C", "C", "C", "B", "C", "C", "O", "C", "O", "C", "C", "C", "C", "C", "F", "F", "F", "H", "H", "H", "H", "H", "H", "H", "H", "H", "H", "H", "H", "H", "H", "H", "H", "H", "H", "H", "H", "H", "H", "H", "H", "H", "H", "H", "H", "H", "H", "H", "H", "H", "H", "H", "H", "H", "H", "H", "H", "H", "H", "H", "H", "H", "H", "H", "C", "C", "C", "C", "N", "C", "C", "C", "C", "C", "H", "H", "H", "H", "H", "H", "H", "H", "H", "H", "H", "H", "H", "H", "H", "H", "H", "H", "H", "H"], "positions_angstrom": [[10.20, -2.45, -1.50], [8.83, -3.01, -2.24], [7.92, -1.74, -2.74], [6.72, -1.36, -1.66], [5.74, -0.27, -2.46], [4.48, 0.15, -1.48], [4.63, 1.74, -1.08], [3.26, 2.30, -0.33], [1.93, 2.29, -1.32], [1.09, 3.71, -1.26], [-0.42, 3.61, -1.95], [-0.50, 2.45, -3.10], [-1.69, 2.65, -4.21], [-3.16, 3.02, -3.57], [-3.82, 1.80, -2.69], [-4.91, 0.88, -3.49], [-5.92, 0.00, -2.54], [-5.14, -0.88, -1.35], [-4.82, -0.01, 0.00], [-4.83, -0.78, 1.25], [-4.20, -2.10, 1.12], [-2.97, -2.33, 0.59], [-5.09, -3.39, 1.70], [-4.55, -3.63, 3.25], [-6.92, -1.03, -3.35], [-6.24, -2.48, -3.73], [-7.25, -3.43, -4.66], [-7.55, -4.72, -3.93], [-6.53, -3.87, -5.92], [-8.55, -2.76, -4.96], [10.88, -3.38, -1.29], [9.86, -1.91, -0.50], [10.78, -1.65, -2.13], [8.25, -3.68, -1.45], [9.05, -3.69, -3.17], [7.39, -2.01, -3.76], [8.59, -0.78, -2.88], [6.15, -2.33, -1.33], [7.20, -0.83, -0.73], [6.45, 0.65, -2.73], [5.40, -0.78, -3.47], [4.45, -0.53, -0.50], [3.46, 0.02, -2.06], [5.57, 1.90, -0.38], [4.78, 2.43, -2.02], [3.49, 3.39, 0.03], [3.09, 1.57, 0.60], [1.26, 1.35, -1.03], [2.30, 2.09, -2.43], [1.75, 4.52, -1.81], [1.06, 4.03, -0.12], [-0.65, 4.70, -2.33], [-1.17, 3.36, -1.09], [-0.56, 1.40, -2.57], [0.53, 2.50, -3.72], [-1.43, 3.42, -5.07], [-1.82, 1.60, -4.76], [-3.89, 3.20, -4.51], [-3.09, 4.05, -2.99], [-3.02, 1.07, -2.20], [-4.37, 2.32, -1.77], [-5.58, 1.64, -4.13], [-4.43, 0.15, -4.28], [-6.62, 0.76, -1.95], [-5.91, -1.74, -1.06], [-4.16, -1.30, -1.85], [-3.75, 0.47, -0.15], [-5.59, 0.90, 0.01], [-4.98, -4.34, 1.02], [-6.23, -3.05, 1.79], [-5.45, -3.96, 3.93], [-3.74, -4.50, 3.17], [-4.11, -2.62, 3.66], [-7.40, -0.54, -4.30], [-7.82, -1.27, -2.60], [-5.25, -2.38, -4.35], [-5.99, -3.15, -2.78], [3.39, 1.77, 6.29], [1.88, 1.64, 6.41], [1.36, 0.21, 6.26], [1.49, -0.46, 4.89], [0.73, 0.21, 3.70], [0.16, -0.90, 2.80], [-1.17, -1.24, 3.45], [-1.72, 0.11, 3.86], [-0.52, 1.02, 4.06], [1.71, 1.05, 2.89], [3.74, 1.44, 5.30], [3.68, 2.81, 6.42], [3.89, 1.17, 7.05], [1.40, 2.32, 5.69], [1.59, 2.01, 7.40], [0.32, 0.17, 6.59], [1.91, -0.42, 6.98], [1.10, -1.48, 4.99], [2.54, -0.55, 4.59], [0.01, -0.48, 1.80], [0.86, -1.74, 2.74], [-1.03, -1.87, 4.33], [-1.84, -1.77, 2.77], [-2.33, 0.03, 4.77], [-2.37, 0.52, 3.08], [-0.47, 1.42, 5.07], [-0.58, 1.87, 3.37], [2.52, 0.39, 2.55], [2.09, 1.85, 3.52], [1.18, 1.46, 2.02]], "lowdin_charge": [-0.16, -0.27, -0.24, -0.23, -0.22, -0.22, -0.23, -0.22, -0.24, -0.22, -0.21, -0.23, -0.23, -0.23, -0.23, -0.19, -0.70, -0.16, -0.20, -0.13, -0.28, -0.06, -0.13, -0.13, -0.18, -0.10, -0.20, -0.05, -0.04, -0.02, 0.07, 0.08, 0.08, 0.11, 0.10, 0.11, 0.11, 0.11, 0.11, 0.12, 0.11, 0.11, 0.11, 0.12, 0.12, 0.11, 0.08, 0.11, 0.11, 0.12, 0.10, 0.12, 0.11, 0.11, 0.11, 0.11, 0.12, 0.11, 0.10, 0.10, 0.11, 0.10, 0.10, 0.07, 0.11, 0.12, 0.11, 0.13, 0.13, 0.13, 0.08, 0.09, 0.07, 0.11, 0.11, 0.12, 0.12, -0.10, -0.27, -0.19, -0.09, -0.21, -0.08, -0.15, -0.14, -0.08, 0.01, 0.06, 0.08, 0.08, 0.09, 0.12, 0.11, 0.13, 0.13, 0.13, 0.15, 0.14, 0.12, 0.10, 0.12, 0.13, 0.11, 0.14, 0.10, 0.10, 0.10], "homo_lumo_gap_ev": 6.5115, "mol_weight_g_mol": 577.710}

---

{"formula": "C2H2ClF", "method": "ωB97M-V/def2-TZVPD", "symbols": ["C", "C", "F", "Cl", "H", "H"], "positions_angstrom": [[-1.26, -1.11, -0.05], [-0.47, -0.04, -0.02], [-0.90, 1.25, -0.02], [1.27, -0.09, 0.02], [-2.24, -0.76, 0.51], [-0.87, -2.07, -0.18]], "nbo_charge": [-0.53, 0.37, -0.32, 0.00, 0.24, 0.23], "homo_lumo_gap_ev": 10.7945, "smiles": "C=C(F)Cl", "mol_weight_g_mol": 80.489}

---

{"formula": "C22H23BrN2O4", "method": "ωB97M-V/def2-TZVPD", "symbols": ["O", "C", "N", "H", "C", "C", "C", "C", "C", "C", "C", "H", "H", "C", "O", "N", "C", "H", "C", "H", "H", "C", "O", "C", "H", "H", "C", "H", "H", "O", "C", "H", "H", "C", "H", "H", "H", "H", "H", "H", "H", "C", "C", "C", "C", "C", "C", "H", "Br", "H", "H", "H"], "positions_angstrom": [[4.75, -3.00, 1.12], [4.80, -1.81, 0.83], [3.78, -0.94, 1.23], [3.63, -0.09, 0.94], [2.48, -1.75, 1.77], [1.15, -1.48, 1.15], [-0.06, -1.07, 1.86], [-1.14, -0.76, 0.82], [-1.16, -1.04, -0.52], [0.10, -1.57, -1.02], [1.15, -1.49, -0.24], [2.01, -1.96, -0.82], [0.09, -1.95, -2.18], [-2.35, -0.90, -1.18], [-2.96, -2.02, -1.69], [-2.88, 0.21, -1.44], [-2.18, 1.33, -1.09], [-1.53, 1.25, -0.27], [-3.19, 2.57, -0.71], [-3.73, 3.12, -1.34], [-2.93, 3.13, 0.02], [-4.59, 1.78, 0.12], [-4.01, 1.04, 1.11], [-5.12, 0.88, 2.16], [-5.53, 0.01, 1.70], [-4.55, 1.00, 2.98], [-6.03, 1.76, 1.58], [-6.17, 2.84, 2.34], [-7.08, 1.49, 1.37], [-5.36, 2.56, 0.58], [-5.12, 0.91, -1.17], [-5.99, 1.32, -1.69], [-5.50, -0.06, -0.61], [-4.13, 0.26, -2.20], [-4.40, -0.64, -2.62], [-3.99, 1.35, -2.93], [-1.66, 1.96, -2.16], [-2.03, -0.42, 1.67], [0.00, -0.67, 2.77], [2.55, -2.52, 2.15], [2.42, -1.19, 3.06], [5.59, -1.01, 0.34], [6.34, -1.83, -0.84], [7.41, -1.31, -1.55], [7.70, 0.20, -1.38], [7.26, 0.76, -0.34], [6.16, 0.13, 0.43], [5.71, 0.65, 1.20], [7.61, 2.73, -0.04], [8.47, 0.69, -1.80], [8.03, -1.67, -2.38], [6.19, -2.77, -1.11]], "nbo_charge": [-0.57, 0.60, -0.58, 0.38, -0.09, -0.03, -0.20, -0.16, -0.20, -0.09, -0.28, 0.22, 0.24, 0.65, -0.71, -0.42, -0.18, 0.24, -0.40, 0.19, 0.19, 0.61, -0.55, -0.18, 0.22, 0.23, -0.12, 0.18, 0.22, -0.50, -0.50, 0.22, 0.19, -0.17, 0.27, 0.17, 0.17, 0.25, 0.21, 0.16, 0.14, -0.12, -0.15, -0.21, -0.23, 0.00, -0.16, 0.21, 0.00, 0.22, 0.23, 0.21], "homo_lumo_gap_ev": 8.4318, "mol_weight_g_mol": 459.340}